An isolated molecule of C3H5NO2 at a distorted geometry, computed with ωB97M-V with the def2-TZVPD basis set.

## Properties
Calculated total energy: -322.43399 a.u.
Energy relative to the best compared isomer or geometry (same formula, charge and spin): 368.5 kJ/mol
LUMO: -0.01584 Eh
SMILES: CO/N=C\C=O
Frontier orbital gap: 9.4 eV

Last column: natural (NBO) charge in e.
Cartesian coordinates (Å):
C1 2.11 -0.48 0.03  -0.27
O1 0.64 -0.46 -0.19  -0.36
N1 0.16 0.80 -0.01  -0.03
C2 -1.14 0.86 -0.02  -0.12
C3 -2.22 -0.10 -0.04  0.34
O2 -2.08 -1.33 0.00  -0.48
H1 2.55 -1.29 -0.62  0.20
H2 2.50 0.57 -0.20  0.21
H3 2.23 -0.85 1.08  0.19
H4 -1.54 1.90 -0.03  0.19
H5 -3.20 0.38 0.00  0.12

***

A structure of composition C17H42N2O6Zn at a distorted geometry, computed with ωB97M-V with the def2-TZVPD basis set.

## Properties
Total charge: -1
⟨S²⟩: 0.75
Calculated total energy: -3012.96425 a.u.
Multiplicity: 2
LUMO (spin up / spin down): 0.08705 / 0.08738 Eh
Frontier orbital gap (spin up / spin down): 2.4 / 7.3 eV

Last column: Mulliken spin population.
Cartesian coordinates (Å):
Zn1 -4.94 -4.68 -6.36  1.95
C1 -5.74 -8.89 -7.14  0.03
C2 -4.86 -7.83 -6.35  -0.28
O1 -5.56 -6.57 -6.18  -0.16
H1 -5.26 -9.87 -7.19  -0.01
H2 -5.98 -8.53 -8.14  0.00
H3 -6.62 -9.13 -6.55  0.00
H4 -3.96 -7.54 -6.88  0.15
H5 -4.61 -8.28 -5.39  -0.03
C3 -5.07 -0.91 -5.12  -0.01
C4 -6.32 -1.87 -5.03  0.02
C5 -7.48 -1.14 -5.59  0.01
O2 -5.92 -3.09 -5.46  -0.26
H6 -5.31 0.11 -4.81  0.00
H7 -4.60 -0.83 -6.10  0.02
H8 -4.27 -1.25 -4.46  -0.01
H9 -6.47 -1.95 -3.95  0.00
H10 -8.36 -1.78 -5.58  -0.01
H11 -7.29 -0.74 -6.59  0.00
H12 -7.51 -0.26 -4.95  0.00
C6 -7.38 -5.51 -3.42  -0.03
O3 -7.43 -5.44 -2.03  0.02
C7 -6.49 -6.11 -1.29  0.00
C8 -6.54 -5.48 0.11  0.00
N1 -7.78 -5.83 0.86  0.00
C9 -7.97 -5.24 2.15  0.00
C10 -6.75 -5.16 3.15  0.00
O4 -5.73 -4.31 2.65  0.00
C11 -5.97 -2.90 2.79  0.00
H13 -6.57 -4.99 -3.93  0.00
H14 -8.31 -5.19 -3.88  0.00
H15 -7.17 -6.53 -3.75  -0.01
H16 -5.48 -6.11 -1.71  0.00
H17 -6.70 -7.18 -1.26  0.00
H18 -6.52 -4.41 -0.09  0.00
H19 -5.53 -5.71 0.45  0.00
H20 -8.55 -5.50 0.29  0.00
H21 -8.80 -5.91 2.36  0.00
H22 -8.55 -4.32 2.12  0.00
H23 -6.25 -6.12 3.23  0.00
H24 -7.15 -4.73 4.07  0.00
H25 -6.99 -2.67 2.48  0.00
H26 -5.27 -2.28 2.23  0.00
H27 -6.01 -2.64 3.85  0.00
C12 -3.00 -5.15 -4.00  0.12
O5 -3.32 -4.50 -5.23  0.01
C13 -2.16 -3.93 -5.76  0.39
C14 -2.63 -3.34 -7.13  -0.44
N2 -3.57 -4.33 -7.80  -1.71
C15 -4.07 -3.73 -8.98  0.03
C16 -5.54 -4.19 -9.17  -0.19
O6 -6.31 -4.20 -7.94  -0.10
C17 -7.58 -4.88 -7.92  0.05
H28 -2.76 -4.40 -3.24  -0.05
H29 -2.27 -5.95 -4.06  0.07
H30 -3.84 -5.63 -3.48  0.01
H31 -1.39 -4.70 -5.84  0.21
H32 -1.75 -3.18 -5.08  0.00
H33 -1.69 -3.21 -7.66  -0.24
H34 -3.21 -2.42 -7.06  0.07
H35 -2.94 -5.01 -8.20  1.11
H36 -3.31 -3.86 -9.75  0.04
H37 -4.13 -2.64 -8.95  0.19
H38 -5.44 -5.23 -9.50  0.16
H39 -6.14 -3.76 -9.97  -0.14
H40 -8.23 -4.55 -8.74  0.00
H41 -7.96 -4.98 -6.91  0.00
H42 -7.18 -5.79 -8.35  0.03

***

A cluster of 8 separate species, C55H111F6N6O8P in total at a distorted geometry, computed with ωB97M-V with the def2-TZVPD basis set.

## Properties
Total charge: +3
⟨S²⟩: 0.75
Calculated total energy: -4031.89658 a.u.
Energy relative to the best compared isomer or geometry (same formula, charge and spin): 0.0 kJ/mol
Multiplicity: 2
LUMO (spin up / spin down): -0.37044 / -0.37044 Eh
Frontier orbital gap (spin up / spin down): 2.5 / 3.3 eV

Last column: Mulliken spin population.
Cartesian coordinates (Å):
O1 0.04 -0.44 -1.31  0.00
C1 0.38 0.53 -0.49  0.00
O2 0.69 0.19 0.65  0.00
O3 0.19 1.70 -0.85  0.00
H1 0.25 -1.17 -0.72  0.00
C2 2.20 7.04 1.24  0.00
C3 1.66 6.37 -0.04  0.00
C4 0.12 5.98 0.01  0.00
C5 -0.21 4.78 0.98  0.00
N1 -1.72 4.37 1.00  0.00
C6 -2.35 4.09 -0.37  0.00
C7 -3.19 5.33 -0.75  0.00
C8 -3.70 5.88 0.53  0.00
C9 -2.60 5.55 1.55  0.00
C10 -1.96 3.16 1.92  0.00
H2 3.23 7.32 1.01  0.00
H3 2.09 6.31 2.04  0.00
H4 1.64 7.94 1.50  0.00
H5 2.29 5.50 -0.16  0.00
H6 1.75 7.07 -0.87  0.00
H7 -0.18 5.73 -1.00  0.00
H8 -0.47 6.88 0.20  0.00
H9 0.06 5.05 2.00  0.00
H10 0.30 3.88 0.64  0.00
H11 -2.97 3.19 -0.28  0.00
H12 -1.61 3.79 -1.10  0.00
H13 -4.03 5.21 -1.44  0.00
H14 -2.47 6.08 -1.05  0.00
H15 -4.60 5.38 0.90  0.00
H16 -4.05 6.91 0.38  0.00
H17 -2.89 5.42 2.59  0.00
H18 -1.85 6.32 1.73  0.00
H19 -3.01 2.89 1.79  0.00
H20 -1.65 3.49 2.90  0.00
H21 -1.29 2.41 1.50  0.00
C11 4.88 2.73 3.17  0.00
C12 3.61 2.06 2.52  0.00
C13 3.57 2.18 0.99  0.00
C14 4.31 1.17 0.16  0.00
C15 4.01 -0.29 0.50  0.00
C16 3.98 -0.60 2.06  0.00
N2 3.52 0.60 2.87  0.00
O4 3.50 0.47 4.20  0.00
C17 5.52 -1.02 2.46  0.00
C18 3.08 -1.83 2.27  0.00
C19 2.27 2.73 2.92  0.00
H22 4.71 3.78 2.93  0.00
H23 5.78 2.29 2.74  0.00
H24 4.98 2.64 4.25  0.00
H25 3.86 3.18 0.67  0.00
H26 2.56 2.16 0.57  0.00
H27 5.38 1.34 0.31  0.00
H28 4.08 1.30 -0.90  0.00
H29 4.62 -1.00 -0.06  0.00
H30 3.04 -0.46 0.03  0.00
H31 6.15 -0.17 2.20  0.00
H32 5.87 -1.90 1.92  0.00
H33 5.53 -1.11 3.55  0.00
H34 2.07 -1.57 1.96  0.00
H35 3.06 -2.11 3.32  0.00
H36 3.27 -2.78 1.77  0.00
H37 2.29 2.86 4.00  0.00
H38 1.38 2.16 2.68  0.00
H39 2.13 3.70 2.45  0.00
C20 0.21 -3.51 -2.83  0.00
C21 1.71 -3.99 -3.00  0.02
C22 2.70 -3.00 -2.27  0.02
C23 4.16 -3.63 -2.01  0.00
C24 3.98 -4.94 -1.18  0.02
C25 3.15 -6.07 -1.91  0.01
N3 1.82 -5.45 -2.39  0.36
O5 0.93 -6.32 -3.06  0.60
C26 2.79 -7.11 -0.86  0.01
C27 3.90 -6.80 -3.10  0.02
C28 2.19 -3.91 -4.47  0.00
H40 -0.49 -4.18 -3.33  0.00
H41 -0.02 -2.55 -3.30  -0.01
H42 -0.07 -3.47 -1.78  0.00
H43 2.22 -2.79 -1.31  0.00
H44 2.81 -2.05 -2.78  0.01
H45 4.70 -2.86 -1.46  0.00
H46 4.79 -3.67 -2.90  0.00
H47 3.47 -4.80 -0.23  0.00
H48 4.96 -5.36 -1.00  0.00
H49 2.08 -7.87 -1.21  0.00
H50 2.24 -6.63 -0.06  0.00
H51 3.70 -7.58 -0.49  0.00
H52 3.18 -7.51 -3.50  0.00
H53 4.73 -7.42 -2.77  0.00
H54 4.14 -6.12 -3.91  0.00
H55 2.12 -2.93 -4.95  0.00
H56 1.62 -4.56 -5.14  0.00
H57 3.20 -4.30 -4.60  -0.01
C29 -3.31 -1.63 3.94  0.00
C30 -1.98 -1.74 4.72  0.00
C31 -0.70 -1.55 3.85  0.00
C32 -0.33 -0.08 3.60  0.00
C33 -0.28 0.80 4.86  0.00
C34 -1.56 0.74 5.80  0.00
N4 -2.10 -0.74 5.88  0.00
O6 -2.98 -1.08 6.97  0.00
C35 -2.70 1.58 5.31  0.00
C36 -1.27 1.21 7.24  0.00
C37 -1.88 -3.10 5.30  0.00
H58 -3.42 -2.52 3.32  0.00
H59 -3.44 -0.65 3.46  0.00
H60 -4.17 -1.86 4.56  0.00
H61 -0.92 -1.95 2.86  0.00
H62 0.24 -1.94 4.24  0.00
H63 -1.05 0.36 2.91  0.00
H64 0.61 -0.12 3.04  0.00
H65 0.11 1.80 4.69  0.00
H66 0.61 0.41 5.36  0.00
H67 -2.50 2.65 5.23  0.00
H68 -3.45 1.58 6.10  0.00
H69 -3.29 1.34 4.42  0.00
H70 -0.55 0.50 7.66  0.00
H71 -2.14 1.11 7.88  0.00
H72 -0.80 2.19 7.31  0.00
H73 -0.99 -3.21 5.92  0.00
H74 -1.83 -3.95 4.61  0.00
H75 -2.73 -3.31 5.94  0.00
C38 2.21 0.40 -3.61  0.00
C39 2.36 1.85 -4.21  0.00
C40 2.70 1.73 -5.77  0.00
C41 1.56 1.25 -6.58  0.00
C42 0.37 2.23 -6.48  0.00
C43 -0.10 2.48 -5.02  0.00
N5 1.05 2.64 -4.02  0.00
O7 0.86 3.58 -3.04  0.00
C44 -1.06 1.31 -4.45  0.00
C45 -0.90 3.82 -5.12  0.00
C46 3.58 2.61 -3.55  0.00
H76 2.34 0.50 -2.53  0.00
H77 3.10 -0.19 -3.83  0.00
H78 1.39 -0.27 -3.85  0.00
H79 3.61 1.14 -5.86  0.00
H80 3.01 2.65 -6.26  0.00
H81 1.35 0.21 -6.32  0.00
H82 1.79 1.12 -7.64  0.00
H83 -0.41 1.93 -7.18  0.00
H84 0.83 3.08 -6.98  0.00
H85 -1.95 1.18 -5.07  0.00
H86 -1.24 1.56 -3.41  0.00
H87 -0.46 0.40 -4.45  0.00
H88 -0.21 4.65 -5.24  0.00
H89 -1.49 3.95 -4.21  0.00
H90 -1.68 3.83 -5.88  0.00
H91 4.42 1.93 -3.40  0.00
H92 3.27 2.97 -2.57  0.00
H93 3.88 3.42 -4.20  0.00
C47 -7.42 -2.87 -0.33  0.00
C48 -5.99 -2.38 0.05  0.00
C49 -5.10 -3.62 -0.20  0.00
C50 -3.66 -3.16 -0.22  0.00
C51 -3.40 -2.31 -1.43  0.00
C52 -4.21 -0.96 -1.46  0.00
N6 -5.60 -1.27 -0.93  0.00
O8 -6.53 -0.26 -1.14  0.00
C53 -4.43 -0.57 -3.00  0.00
C54 -3.54 0.16 -0.66  0.00
C55 -5.87 -1.95 1.58  0.00
H94 -7.63 -3.81 0.18  0.00
H95 -7.63 -2.95 -1.40  0.00
H96 -8.19 -2.20 0.04  0.00
H97 -5.39 -4.17 -1.10  0.00
H98 -5.39 -4.34 0.56  0.00
H99 -3.00 -4.02 -0.34  0.00
H100 -3.33 -2.67 0.70  0.00
H101 -3.71 -2.93 -2.27  0.00
H102 -2.33 -2.30 -1.64  0.00
H103 -3.41 -0.50 -3.40  0.00
H104 -4.96 0.37 -3.15  0.00
H105 -4.99 -1.21 -3.68  0.00
H106 -4.13 1.06 -0.53  0.00
H107 -2.60 0.44 -1.14  0.00
H108 -3.24 -0.15 0.34  0.00
H109 -6.04 -2.78 2.27  0.00
H110 -6.67 -1.24 1.79  0.00
H111 -4.94 -1.45 1.82  0.00
P1 -0.32 -4.58 1.31  -0.01
F1 1.20 -4.50 0.66  -0.02
F2 -0.58 -3.11 0.71  0.00
F3 -0.77 -5.18 -0.13  0.00
F4 -1.85 -4.45 1.97  0.00
F5 -0.08 -6.12 1.84  0.00
F6 0.32 -4.05 2.73  0.00